{
  "formula": "C44H116FeN10O14",
  "method": "ωB97M-V with the def2-TZVPD basis set",
  "symbols": ["Fe", "C", "C", "O", "O", "H", "H", "H", "C", "C", "O", "O", "H", "H", "H", "C", "C", "C", "O", "C", "N", "H", "H", "H", "H", "H", "H", "H", "H", "H", "H", "H", "C", "C", "C", "O", "C", "N", "H", "H", "H", "H", "H", "H", "H", "H", "H", "H", "H", "C", "C", "C", "O", "C", "N", "H", "H", "H", "H", "H", "H", "H", "H", "H", "H", "H", "C", "C", "C", "O", "C", "N", "H", "H", "H", "H", "H", "H", "H", "H", "H", "H", "H", "C", "C", "C", "O", "C", "N", "H", "H", "H", "H", "H", "H", "H", "H", "H", "H", "H", "C", "C", "C", "O", "C", "N", "H", "H", "H", "H", "H", "H", "H", "H", "H", "H", "H", "C", "C", "C", "O", "C", "N", "H", "H", "H", "H", "H", "H", "H", "H", "H", "H", "H", "C", "C", "C", "O", "C", "N", "H", "H", "H", "H", "H", "H", "H", "H", "H", "H", "H", "C", "C", "C", "O", "C", "N", "H", "H", "H", "H", "H", "H", "H", "H", "H", "H", "H", "C", "C", "C", "O", "C", "N", "H", "H", "H", "H", "H", "H", "H", "H", "H", "H", "H"],
  "xyz": [[-13.75, 6.88, 22.29], [-12.87, 10.25, 19.91], [-13.12, 8.92, 20.65], [-12.70, 7.84, 20.13], [-13.74, 8.96, 21.77], [-13.85, 10.73, 19.85], [-12.18, 10.25, 19.08], [-12.33, 10.76, 20.73], [-13.16, 2.65, 21.52], [-13.55, 3.94, 22.20], [-13.08, 5.00, 21.69], [-14.23, 3.93, 23.24], [-14.04, 1.98, 21.55], [-12.31, 2.18, 22.03], [-12.89, 2.92, 20.48], [-14.15, 1.55, 26.12], [-12.73, 1.94, 26.25], [-11.79, 1.03, 25.45], [-10.49, 1.40, 25.80], [-9.45, 0.66, 25.20], [-12.59, 3.43, 25.99], [-14.33, 0.53, 26.49], [-14.44, 1.61, 24.97], [-14.79, 2.26, 26.62], [-12.43, 1.78, 27.27], [-11.92, 1.20, 24.36], [-12.07, -0.01, 25.74], [-9.58, -0.43, 25.40], [-8.55, 1.06, 25.69], [-9.51, 0.85, 24.14], [-13.05, 3.65, 25.11], [-11.59, 3.59, 25.95], [-11.04, 6.67, 15.85], [-11.25, 8.17, 16.05], [-12.71, 8.37, 16.26], [-13.08, 9.66, 16.68], [-14.46, 9.77, 16.76], [-10.42, 8.50, 17.20], [-11.19, 6.13, 16.79], [-10.03, 6.38, 15.57], [-11.79, 6.26, 15.13], [-10.86, 8.63, 15.18], [-12.94, 7.66, 17.08], [-13.29, 8.09, 15.32], [-14.91, 9.18, 17.54], [-15.02, 9.59, 15.73], [-14.66, 10.86, 17.05], [-10.91, 8.31, 18.11], [-10.08, 9.46, 17.21], [-10.19, 5.28, 23.71], [-11.16, 6.31, 24.35], [-10.47, 6.98, 25.47], [-11.31, 8.13, 25.90], [-10.47, 9.11, 26.52], [-11.75, 7.25, 23.38], [-9.27, 5.86, 23.51], [-10.56, 4.62, 22.91], [-9.92, 4.65, 24.53], [-12.06, 5.80, 24.68], [-9.50, 7.43, 25.12], [-10.34, 6.33, 26.31], [-9.92, 8.57, 27.27], [-11.11, 9.81, 27.08], [-9.68, 9.65, 25.88], [-11.93, 8.16, 23.79], [-10.96, 7.39, 22.72], [-16.57, 13.14, 22.03], [-15.91, 12.56, 23.25], [-14.54, 11.98, 23.01], [-14.07, 11.50, 24.29], [-12.76, 11.02, 24.18], [-15.73, 13.71, 24.27], [-15.98, 14.03, 21.65], [-17.62, 13.45, 22.18], [-16.60, 12.44, 21.24], [-16.56, 11.80, 23.72], [-13.88, 12.74, 22.57], [-14.53, 11.04, 22.40], [-12.44, 10.52, 25.09], [-12.05, 11.81, 23.86], [-12.76, 10.18, 23.36], [-15.76, 13.34, 25.22], [-16.60, 14.26, 24.33], [-15.71, 5.79, 19.15], [-15.94, 7.05, 19.93], [-17.40, 7.46, 19.75], [-17.60, 8.65, 20.47], [-16.96, 9.86, 19.95], [-15.75, 6.68, 21.33], [-15.65, 5.88, 18.08], [-16.46, 4.99, 19.37], [-14.73, 5.30, 19.45], [-15.27, 7.84, 19.65], [-18.13, 6.74, 20.14], [-17.62, 7.64, 18.71], [-17.24, 10.01, 18.91], [-15.90, 9.84, 20.11], [-17.43, 10.67, 20.49], [-16.09, 5.68, 21.38], [-16.44, 7.20, 21.86], [-8.29, 9.93, 20.42], [-9.01, 9.13, 21.57], [-9.78, 10.12, 22.45], [-8.77, 10.88, 23.20], [-9.12, 12.25, 23.34], [-10.01, 8.22, 21.11], [-9.02, 10.35, 19.74], [-7.64, 9.26, 19.90], [-7.65, 10.71, 20.88], [-8.23, 8.67, 22.19], [-10.41, 9.65, 23.20], [-10.44, 10.81, 21.86], [-10.03, 12.32, 24.01], [-9.39, 12.70, 22.36], [-8.30, 12.87, 23.74], [-10.59, 8.80, 20.54], [-9.61, 7.46, 20.50], [-13.73, 3.39, 17.39], [-12.75, 2.31, 16.99], [-12.10, 2.63, 15.61], [-13.18, 2.89, 14.63], [-12.65, 3.49, 13.43], [-11.66, 1.99, 17.92], [-13.16, 4.31, 17.40], [-14.19, 3.26, 18.32], [-14.49, 3.53, 16.59], [-13.31, 1.42, 16.86], [-11.51, 1.75, 15.31], [-11.41, 3.51, 15.73], [-11.94, 4.31, 13.70], [-13.49, 3.90, 12.90], [-12.17, 2.80, 12.75], [-11.19, 2.82, 18.34], [-12.07, 1.49, 18.73], [-9.21, 2.49, 20.50], [-9.33, 3.98, 20.01], [-8.45, 4.21, 18.79], [-8.70, 5.52, 18.37], [-7.69, 6.19, 17.68], [-10.64, 4.39, 19.65], [-9.45, 1.74, 19.71], [-9.95, 2.32, 21.31], [-8.19, 2.29, 20.86], [-8.82, 4.54, 20.85], [-8.65, 3.44, 18.07], [-7.37, 4.24, 18.99], [-7.79, 7.30, 17.77], [-7.81, 5.87, 16.64], [-6.74, 5.86, 18.10], [-11.41, 4.37, 20.38], [-10.66, 5.31, 19.21], [-17.50, 1.30, 22.54], [-16.56, 2.34, 21.90], [-16.34, 2.09, 20.39], [-15.84, 0.81, 20.21], [-15.75, 0.36, 18.93], [-16.98, 3.71, 22.15], [-18.50, 1.36, 22.09], [-17.59, 1.43, 23.58], [-17.11, 0.30, 22.34], [-15.58, 2.24, 22.35], [-15.62, 2.80, 19.96], [-17.31, 2.16, 19.90], [-16.70, 0.51, 18.39], [-15.61, -0.74, 18.98], [-14.96, 0.74, 18.35], [-18.00, 3.70, 22.26], [-16.52, 4.02, 23.00], [-16.11, 8.70, 24.31], [-15.80, 7.41, 24.98], [-16.98, 6.51, 24.93], [-16.77, 5.18, 25.20], [-16.48, 4.76, 26.53], [-14.56, 6.84, 24.38], [-15.40, 9.51, 24.47], [-17.13, 9.06, 24.59], [-16.19, 8.49, 23.21], [-15.55, 7.72, 26.01], [-17.31, 6.50, 23.93], [-17.76, 6.97, 25.57], [-15.46, 4.96, 26.82], [-16.84, 3.75, 26.50], [-17.24, 5.19, 27.19], [-13.77, 6.89, 24.97], [-14.65, 5.77, 24.26]],
  "lowdin_spin": [3.754, 0.001, 0.004, 0.022, 0.041, 0.000, 0.001, 0.000, 0.002, 0.008, 0.051, 0.005, 0.000, 0.000, 0.000, 0.000, 0.000, 0.000, 0.000, 0.000, 0.000, 0.000, 0.000, 0.000, 0.000, 0.000, 0.000, 0.000, 0.000, 0.000, 0.000, 0.000, 0.000, 0.000, 0.000, 0.000, 0.000, 0.000, 0.000, 0.000, 0.000, 0.000, 0.000, 0.000, 0.000, 0.000, 0.000, 0.000, 0.000, 0.000, 0.003, 0.001, 0.000, 0.000, 0.028, 0.000, 0.000, 0.000, 0.000, 0.000, 0.000, 0.000, 0.000, 0.000, 0.001, 0.000, 0.000, 0.000, 0.000, 0.000, 0.000, 0.000, 0.000, 0.000, 0.000, 0.000, 0.000, 0.000, 0.000, 0.000, 0.000, 0.000, 0.000, 0.000, 0.001, 0.001, 0.000, 0.000, 0.027, 0.000, 0.000, 0.000, 0.000, 0.000, 0.000, 0.000, 0.000, 0.000, 0.001, 0.001, 0.000, 0.000, 0.000, 0.000, 0.000, 0.000, 0.000, 0.000, 0.000, 0.000, 0.000, 0.000, 0.000, 0.000, 0.000, 0.000, 0.000, 0.000, 0.000, 0.000, 0.000, 0.000, 0.000, 0.000, 0.000, 0.000, 0.000, 0.000, 0.000, 0.000, 0.000, 0.000, 0.000, 0.000, 0.000, 0.000, 0.000, 0.000, 0.000, 0.000, 0.000, 0.000, 0.000, 0.000, 0.000, 0.000, 0.000, 0.000, 0.000, 0.000, 0.000, 0.000, 0.000, 0.000, 0.000, 0.000, 0.000, 0.000, 0.000, 0.000, 0.000, 0.000, 0.000, 0.000, 0.000, 0.000, 0.000, 0.000, 0.001, 0.004, 0.000, 0.000, 0.000, 0.032, 0.000, 0.000, 0.000, 0.001, 0.000, 0.000, 0.000, 0.000, 0.000, 0.000, 0.002],
  "relative_energy_kj_mol": 0.00,
  "homo_ha": [-0.3088, -0.2964],
  "spin_multiplicity": 5,
  "molar_mass_da": 1065.313
}